[1]
A 2-piece molecular cluster, C4H8N2O overall in a non-equilibrium geometry, computed with ωB97M-V with the def2-TZVPD basis set.

```
15
Properties=species:S:1:pos:R:3
C 0.307 -1.427 1.085
C -0.205 -0.461 0.002
C -1.243 0.533 0.025
N -1.531 0.987 -1.349
C -0.726 0.355 -2.176
N 0.061 -0.634 -1.384
H 1.385 -1.361 1.150
H 0.003 -1.003 2.003
H -0.053 -2.405 1.135
H -1.890 1.008 0.748
H -0.750 0.156 -3.235
H 0.728 -1.354 -1.738
O 1.568 1.726 1.425
H 1.335 2.612 1.565
H 1.011 1.266 0.744
```

For the largest force on an atom, the calculation gives 5.25 eV Å⁻¹. The calculation puts the total energy at -341.92676 Eh. For the HOMO-LUMO gap, the calculation gives 9.7 eV. The structure (SMILES) is Cc1cnc[nH]1.O. Its charge is 0.

[2]
One molecule with the formula C4H8N2O in a non-equilibrium geometry, computed with ωB97M-V with the def2-TZVPD basis set.

```
15
Properties=species:S:1:pos:R:3
C -0.327 -0.332 -1.765
C 0.179 0.090 -0.620
N 1.699 0.816 -0.590
C -0.189 0.288 0.765
N 0.618 -0.365 1.739
C -1.839 -0.531 0.826
O -2.725 -0.696 0.016
H 0.205 -0.199 -2.700
H -1.329 -0.746 -1.832
H 1.550 1.816 -0.726
H 2.213 0.443 -1.388
H -0.395 1.326 1.023
H 0.909 -1.291 1.438
H 1.451 0.189 1.922
H -2.021 -0.809 1.893
```

For the largest force on an atom, the calculation gives 5.81 eV Å⁻¹. The calculation puts the total energy at -341.86034 Eh. For the HOMO-LUMO gap, the calculation gives 9.6 eV. The structure (SMILES) is C=C(N)[C@H](N)C=O. Its charge is 0.

[3]
A 2-piece molecular cluster, C4H8N2O overall in a non-equilibrium geometry, computed with ωB97M-V with the def2-TZVPD basis set.

```
15
Properties=species:S:1:pos:R:3
C -1.750 0.828 0.666
N -0.364 0.500 0.981
C 0.475 0.392 -0.161
C 1.800 0.330 -0.018
O 2.421 0.446 1.185
H -2.232 0.080 0.016
H -2.325 0.910 1.593
H -1.788 1.797 0.158
H -0.337 -0.370 1.507
H 0.008 0.376 -1.142
H 2.491 0.162 -0.838
H 1.760 0.844 1.777
C -0.030 -2.092 -1.924
N -1.027 -2.537 -1.552
H 0.896 -1.665 -2.251
```

For the largest force on an atom, the calculation gives 1.06 eV Å⁻¹. The calculation puts the total energy at -341.89854 Eh. For the HOMO-LUMO gap, the calculation gives 9.1 eV. The structure (SMILES) is CN/C=C\O.C#N. Its charge is 0.

[4]
One molecule with the formula C4H8N2O in a non-equilibrium geometry, computed with ωB97M-V with the def2-TZVPD basis set.

```
15
Properties=species:S:1:pos:R:3
H 2.244 -0.336 2.556
N 2.356 -0.599 1.577
C 1.300 -0.297 0.940
N 1.111 -0.669 -0.440
O 0.164 0.225 1.326
C -0.727 0.074 -0.138
C -1.674 -0.863 -0.161
C -0.797 1.422 -0.774
H 1.561 -0.123 -1.168
H 1.093 -1.673 -0.592
H -2.611 -0.652 -0.661
H -1.557 -1.818 0.334
H -1.818 1.803 -0.710
H -0.145 2.131 -0.264
H -0.498 1.376 -1.825
```

For the largest force on an atom, the calculation gives 2.24 eV Å⁻¹. The calculation puts the total energy at -341.86132 Eh. For the HOMO-LUMO gap, the calculation gives 9.0 eV. The structure (SMILES) is [H]/N=C(/N)OC(=C)C. Its charge is 0.